#A
Below is C24H16I3N3O3ReS3 as an isolated structure, with properties calculated with ωB97M-V/def2-TZVPD.

Last column: Löwdin spin population.
Cartesian coordinates (Å):
Re 1.650 1.398 -0.347  0.7997
C -0.890 4.522 -1.015  0.0028
C -1.870 3.391 -1.103  0.0087
N -3.159 3.658 -1.196  -0.0043
C -4.026 2.638 -1.308  0.0172
C -3.649 1.322 -1.357  -0.0003
C -4.704 0.258 -1.495  -0.0007
O -4.596 -0.497 -2.703  -0.0004
C -2.277 1.011 -1.261  0.0166
C -1.843 -0.394 -1.383  0.0010
N -0.645 -0.732 -1.172  0.0086
C -0.198 -2.049 -1.301  0.0003
C -0.897 -3.177 -0.875  0.0011
C -0.324 -4.437 -0.977  0.0000
C 0.951 -4.592 -1.504  0.0013
C 1.667 -3.478 -1.927  -0.0003
C 1.087 -2.229 -1.809  0.0004
I 2.115 -0.513 -2.432  0.0010
C -1.385 2.063 -1.108  -0.0038
O -0.061 1.902 -1.019  0.0653
H -1.424 5.465 -1.100  0.0000
H -0.140 4.450 -1.806  0.0012
H -0.347 4.497 -0.068  0.0012
H -5.075 2.909 -1.371  0.0010
H -5.685 0.728 -1.418  0.0000
H -4.633 -0.471 -0.690  -0.0002
H -4.706 0.108 -3.445  0.0000
H -2.585 -1.118 -1.731  -0.0002
H -1.885 -3.051 -0.447  0.0000
H -0.876 -5.303 -0.636  0.0000
H 1.396 -5.576 -1.583  0.0001
H 2.664 -3.586 -2.334  -0.0001
I 6.295 -0.106 1.291  0.0009
C 4.429 -0.574 2.060  0.0005
C 4.310 -1.351 3.238  0.0004
C 3.086 -1.679 3.751  0.0007
I 3.003 -2.832 5.485  0.0000
C 1.900 -1.233 3.111  0.0001
C 0.572 -1.504 3.516  -0.0012
C -0.473 -0.987 2.807  0.0007
C -0.224 -0.191 1.675  0.0014
N 0.997 0.061 1.262  0.0067
C 2.054 -0.446 1.962  0.0000
C 3.314 -0.118 1.416  0.0055
O 3.332 0.611 0.293  0.0280
H 5.209 -1.689 3.734  0.0000
H 0.395 -2.120 4.388  -0.0001
H -1.496 -1.175 3.103  0.0001
H -1.034 0.255 1.108  0.0001
S 3.316 5.568 0.139  -0.0116
C 2.719 4.087 -0.065  0.0100
S 2.813 3.113 -1.519  0.0327
S 1.828 3.192 1.166  0.0080

Summary:
<S²> = 0.76
Total charge = 0
HOMO energy (alpha / beta) = -7.75 / -8.06 eV
Multiplicity = 2


#B
Below is C24H16I3N3O3ReS3 as an isolated structure, with properties calculated with ωB97M-V/def2-TZVPD.

Last column: Löwdin spin population.
Cartesian coordinates (Å):
Re -0.274 1.107 -1.446  0.7882
C -4.257 -0.087 -3.061  0.0015
C -4.042 -0.494 -1.637  0.0000
N -4.872 -1.349 -1.073  0.0000
C -4.656 -1.712 0.203  0.0002
C -3.621 -1.250 0.982  0.0006
C -3.464 -1.757 2.391  0.0001
O -3.505 -0.726 3.373  0.0001
C -2.722 -0.334 0.392  0.0015
C -1.586 0.152 1.170  -0.0005
N -0.600 0.831 0.702  0.0046
C 0.509 1.001 1.602  0.0038
C 1.186 -0.148 2.000  0.0007
C 2.322 -0.063 2.789  0.0001
C 2.785 1.178 3.194  0.0007
C 2.096 2.326 2.828  0.0000
C 0.959 2.245 2.034  0.0008
I -0.075 3.996 1.637  -0.0005
C -2.945 0.032 -0.923  0.0071
O -2.155 0.898 -1.593  0.0666
H -5.146 -0.580 -3.445  0.0001
H -3.393 -0.358 -3.669  0.0006
H -4.368 0.995 -3.145  0.0005
H -5.362 -2.422 0.619  0.0000
H -2.498 -2.249 2.521  0.0000
H -4.235 -2.508 2.581  0.0000
H -4.375 -0.314 3.342  0.0000
H -1.590 -0.083 2.230  0.0000
H 0.837 -1.109 1.642  0.0000
H 2.846 -0.966 3.074  0.0000
H 3.671 1.258 3.810  0.0001
H 2.436 3.295 3.167  0.0000
I 0.065 -4.134 -0.847  0.0017
C 1.560 -2.704 -0.866  0.0062
C 2.901 -3.066 -0.623  -0.0040
C 3.902 -2.133 -0.574  0.0046
I 5.848 -2.763 -0.196  0.0004
C 3.598 -0.758 -0.759  -0.0009
C 4.517 0.313 -0.708  0.0233
C 4.081 1.597 -0.858  -0.0018
C 2.716 1.851 -1.066  0.0249
N 1.832 0.871 -1.138  -0.0001
C 2.258 -0.424 -0.999  0.0040
C 1.214 -1.387 -1.076  -0.0035
O 0.012 -0.941 -1.293  -0.0069
H 3.134 -4.110 -0.466  -0.0003
H 5.565 0.103 -0.540  0.0013
H 4.765 2.432 -0.813  -0.0006
H 2.333 2.855 -1.170  0.0012
S -0.112 4.060 -4.882  0.0624
C -0.023 2.977 -3.695  0.0003
S -0.092 3.328 -1.939  -0.0314
S 0.018 1.229 -3.782  0.0425

Summary:
<S²> = 0.78
Total charge = 0
HOMO energy (alpha / beta) = -7.77 / -7.87 eV
Multiplicity = 2


Most stable: #B. Least stable: #A.


#A
Below is C2HIN3 as an isolated structure, with properties calculated with ωB97M-V/def2-TZVPD.

Last column: Mulliken charge in e.
Cartesian coordinates (Å):
C -0.217 -0.400 -0.183  -0.0471
C 0.074 -1.715 -0.268  0.4609
N -1.527 -0.592 -0.203  -0.2710
N -0.731 -2.682 -0.184  -0.3618
N -1.782 -1.898 -0.158  0.2798
I -3.395 -2.887 -0.500  0.5165
H 0.350 0.505 -0.113  0.4226

Summary:
Total charge = +1
HOMO energy (alpha / beta) = -14.82 / -14.82 eV


#B
Below is an isolated ion of composition C2HIN3 and charge +1, with properties calculated with ωB97M-V/def2-TZVPD.

Last column: Mulliken charge in e.
Cartesian coordinates (Å):
C 1.039 -0.650 0.091  -0.0663
C -1.159 0.105 -0.274  0.0215
N 1.207 0.512 0.119  0.4067
N -0.679 1.190 -0.121  0.2547
N 0.522 1.565 -0.153  -0.5495
I -2.629 -1.228 -0.045  0.5487
H 1.700 -1.494 0.383  0.3842

Summary:
Total charge = +1
HOMO energy = -14.50 eV


Most stable: #A. Least stable: #B.


#A
Below is an isolated ion of composition C4H12N2 and charge +2, with properties calculated with ωB97M-V/def2-TZVPD.

Last column: Mulliken charge in e.
Cartesian coordinates (Å):
N 0.640 0.210 -3.100  -0.2852
C 0.859 0.706 -1.732  -0.1679
C 0.670 -0.138 -0.704  -0.4532
C 0.357 0.151 0.728  -0.6274
C -0.687 -0.732 1.418  -0.6048
N -1.179 -0.025 2.669  -0.2836
H -0.300 0.212 -3.508  0.3631
H 1.273 0.696 -3.749  0.3933
H 0.900 -0.786 -3.060  0.3680
H 0.785 1.765 -1.490  0.3507
H 1.003 -1.142 -1.021  0.3008
H 0.063 1.203 0.881  0.4415
H 1.277 0.117 1.330  0.3650
H -1.550 -0.863 0.764  0.3980
H -0.276 -1.686 1.728  0.3672
H -0.353 0.298 3.178  0.3483
H -1.829 0.715 2.394  0.3567
H -1.653 -0.699 3.276  0.3695

Summary:
Total charge = +2
HOMO energy = -18.58 eV
SMILES = [NH3+]/C=C/CC[NH3+]


#B
Below is a 2-piece molecular cluster, C4H12N2 overall, with properties calculated with ωB97M-V/def2-TZVPD.

Last column: Mulliken charge in e.
Cartesian coordinates (Å):
C -0.317 -0.085 -0.684  -0.7430
C -0.486 -1.099 0.288  -0.0610
C 0.602 -0.612 1.247  -0.2888
C 0.823 0.684 1.445  -0.4136
N 2.246 1.206 1.685  -0.2930
N -2.477 -0.573 -2.359  -0.6723
H 0.583 -0.099 -1.286  0.3587
H -0.955 0.759 -0.926  0.5428
H -0.319 -2.103 -0.140  0.4065
H -1.528 -1.138 0.633  0.2872
H 0.912 -1.429 1.911  0.4537
H 0.115 1.513 1.461  0.4303
H 2.560 1.573 0.781  0.4043
H 2.902 0.447 1.915  0.3709
H 2.288 2.002 2.333  0.3888
H -1.460 -0.447 -2.552  0.2177
H -2.919 0.343 -2.436  0.2859
H -2.570 -0.941 -3.315  0.3249

Summary:
Total charge = +2
HOMO energy = -18.01 eV


Most stable: #A. Least stable: #B.


#A
Below is a 2-piece molecular cluster, C4H12N2 overall, with properties calculated with ωB97M-V/def2-TZVPD.

Last column: Mulliken charge in e.
Cartesian coordinates (Å):
C -0.507 0.658 0.400  -0.4791
C -0.607 0.764 -1.048  -0.1200
C 0.619 -0.099 -1.278  -0.3616
C 1.607 -0.560 -0.394  -0.3895
N 1.786 -2.000 -0.406  -0.2431
N -2.375 1.314 2.003  -0.8210
H -0.729 -0.286 0.866  0.3945
H -0.386 1.495 1.077  0.4487
H -1.567 0.414 -1.455  0.3499
H -0.442 1.763 -1.497  0.3045
H 0.727 -0.521 -2.299  0.4027
H 2.220 0.150 0.158  0.4265
H 1.459 -2.483 0.440  0.3889
H 1.419 -2.365 -1.292  0.3725
H 2.801 -2.226 -0.328  0.3816
H -3.160 1.972 1.917  0.2998
H -2.861 0.551 2.495  0.3074
H -1.933 1.655 2.868  0.3372

Summary:
Total charge = +2
HOMO energy = -18.47 eV


#B
Below is an isolated ion of composition C4H12N2 and charge +2, with properties calculated with ωB97M-V/def2-TZVPD.

Last column: Mulliken charge in e.
Cartesian coordinates (Å):
C -1.052 -1.304 -1.151  -0.8036
C -0.901 -0.626 0.034  0.2520
N -1.739 -1.306 1.255  -0.3346
C 0.401 -0.015 0.423  -0.6028
C 0.550 1.312 -0.417  -0.5952
N 1.965 1.705 -0.333  -0.3077
H -1.242 -2.398 -1.304  0.2718
H -1.075 -0.766 -2.097  0.3033
H -2.741 -1.311 0.987  0.4098
H -1.480 -2.269 1.400  0.3629
H -1.591 -0.911 2.148  0.3487
H 0.497 -0.151 1.506  0.4730
H 1.097 -0.678 0.067  0.3988
H 0.020 2.187 -0.032  0.3287
H 0.176 1.086 -1.456  0.3727
H 2.640 0.949 -0.572  0.3727
H 2.135 2.206 0.605  0.4071
H 2.340 2.290 -1.063  0.3423

Summary:
Total charge = +2
HOMO energy = -17.93 eV
SMILES = C=C([NH3+])CC[NH3+]


Most stable: #B. Least stable: #A.